{"formula": "C27H25ClOOsPTe", "method": "the ωB97M-V functional and the def2-TZVPD basis", "symbols": ["H", "H", "H", "C", "P", "H", "C", "H", "C", "C", "C", "C", "C", "H", "H", "C", "C", "C", "C", "Os", "H", "C", "H", "C", "C", "C", "O", "H", "Te", "H", "H", "C", "H", "C", "C", "H", "C", "C", "H", "C", "H", "H", "C", "H", "H", "H", "H", "C", "C", "C", "H", "C", "H", "C", "H", "H", "Cl"], "positions_angstrom": [[-4.109, -2.182, -2.997], [-2.666, 0.212, 0.250], [-3.466, -1.167, 4.211], [-2.528, -1.401, -4.217], [-0.096, -0.985, -0.339], [-1.373, -2.482, 4.182], [0.819, -2.560, -0.398], [3.971, -3.720, -0.939], [1.186, 0.904, 1.413], [-1.127, -1.077, -1.834], [-3.189, -0.399, 2.228], [0.233, 1.993, 1.855], [-0.849, -1.895, 2.194], [3.249, -0.698, 3.287], [-1.584, 5.706, -0.031], [1.755, 6.215, 0.124], [2.767, -0.632, 2.316], [-1.659, -1.897, 3.319], [2.911, -3.756, -0.737], [1.421, 0.731, -0.452], [0.361, -5.918, -0.211], [0.877, -4.976, -0.332], [0.066, 7.301, 0.878], [0.400, 6.432, 0.328], [0.171, -3.791, -0.254], [-0.104, 4.424, -0.897], [1.729, 0.338, 2.473], [3.480, -0.302, 1.563], [1.950, 2.549, -2.224], [-0.833, 3.734, -1.303], [2.801, -5.885, -0.632], [2.247, -4.960, -0.569], [0.412, 2.909, 1.287], [-3.109, -1.771, -3.014], [-2.412, -1.616, -1.826], [-4.098, 0.186, 2.238], [1.254, 4.209, -1.096], [-0.549, -0.714, -3.048], [3.246, 4.946, -0.740], [2.187, 5.107, -0.588], [2.482, 6.912, 0.519], [-0.897, -3.813, -0.080], [-0.527, 5.537, -0.182], [-0.784, -0.584, -5.169], [0.062, -2.480, 2.198], [-2.881, -1.920, -0.900], [-3.074, -1.524, -5.142], [-1.243, -0.875, -4.234], [-1.207, -1.147, 1.075], [-2.379, -0.390, 1.106], [-0.795, 1.679, 1.667], [-2.830, -1.156, 3.336], [0.449, -0.290, -3.074], [2.170, -2.591, -0.646], [0.353, 2.194, 2.918], [2.332, -1.595, 2.043], [3.031, -1.073, -0.900]], "homo_lumo_gap_ev": [6.47, 6.36], "de_lowest_kcal_mol": 18.0, "total_charge": 1}

=====

{"formula": "H3NO3Si", "method": "the ωB97M-V functional and the def2-TZVPD basis", "symbols": ["O", "O", "O", "H", "H", "N", "H", "Si"], "positions_angstrom": [[1.265, 0.145, -1.120], [-1.720, 1.150, 0.064], [-1.766, -1.064, 0.172], [0.986, -1.347, 0.930], [1.089, 0.978, 1.256], [-1.245, 0.021, 0.313], [0.743, 0.182, -1.957], [0.648, -0.065, 0.343]], "homo_lumo_gap_ev": 10.50, "de_lowest_kcal_mol": 3.3, "smiles": "O=[N+]([O-])[SiH2]O", "total_charge": 0}